1.
A 8-piece molecular cluster, C26H42NO27S2Si overall in a non-equilibrium geometry, computed with wB97M-V/def2-TZVPD.

Last column: Mulliken charge in e.
Atoms and positions in Å:
C (0.873, -1.363, 3.384)  -0.397
Si (0.735, -0.730, 1.571)  0.855
C (1.170, -2.178, 0.372)  -0.511
C (2.175, 0.588, 1.349)  -0.516
O (-0.755, 0.118, 1.187)  -0.289
C (-1.951, -0.733, 1.431)  0.107
C (-3.176, 0.282, 1.814)  -0.305
S (-4.871, -0.502, 1.926)  0.898
O (-5.838, 0.472, 1.142)  -0.709
O (-5.392, -0.426, 3.415)  -0.683
N (-5.049, -2.054, 1.187)  -0.173
S (-4.206, -3.347, 1.928)  0.991
O (-3.116, -3.849, 0.902)  -0.625
O (-5.181, -4.577, 2.095)  -0.655
O (-3.433, -3.110, 3.395)  -0.470
H (1.921, -1.050, 3.861)  -0.297
H (0.045, -0.944, 4.105)  0.226
H (0.806, -2.554, 3.379)  0.324
H (2.350, -2.139, 0.212)  0.124
H (0.664, -2.049, -0.699)  -0.049
H (0.940, -3.248, 0.789)  0.310
H (3.180, 0.044, 1.062)  -0.178
H (1.783, 1.310, 0.486)  0.234
H (2.319, 1.181, 2.373)  0.218
H (-2.122, -1.389, 0.475)  0.026
H (-1.741, -1.387, 2.407)  0.046
H (-3.215, 1.099, 0.944)  0.102
H (-2.913, 0.822, 2.831)  0.270
H (-3.530, -2.205, 3.800)  0.387
C (-1.245, -1.788, -3.203)  -0.281
C (-1.971, -0.642, -3.831)  -0.159
O (-1.561, 0.467, -3.054)  -0.255
C (-0.363, 0.136, -2.490)  0.583
O (0.358, 0.920, -1.895)  -0.563
O (-0.077, -1.185, -2.680)  -0.262
H (-0.989, -2.565, -3.928)  0.325
H (-1.809, -2.240, -2.381)  0.196
H (-1.670, -0.476, -4.871)  0.092
H (-3.057, -0.765, -3.790)  0.321
C (5.696, 1.504, -1.794)  -0.336
C (6.917, 0.938, -1.146)  -0.205
O (6.391, 0.033, -0.194)  -0.290
C (5.145, -0.320, -0.628)  0.592
O (4.473, -1.213, -0.140)  -0.590
O (4.751, 0.456, -1.680)  -0.258
H (5.863, 1.762, -2.843)  0.289
H (5.312, 2.384, -1.267)  0.273
H (7.546, 0.383, -1.851)  0.203
H (7.523, 1.706, -0.657)  0.313
C (-4.661, 1.452, -6.192)  -0.359
C (-5.015, 1.364, -7.641)  -0.335
O (-4.163, 0.342, -8.123)  -0.320
C (-3.829, -0.434, -7.051)  0.631
O (-3.244, -1.502, -7.129)  -0.560
O (-4.235, 0.139, -5.881)  -0.193
H (-5.513, 1.741, -5.572)  0.321
H (-3.834, 2.146, -6.006)  0.267
H (-6.056, 1.060, -7.799)  0.261
H (-4.835, 2.302, -8.172)  0.303
C (-7.708, -2.004, -0.849)  0.054
C (-8.876, -2.580, -0.116)  -0.281
O (-9.983, -2.173, -0.898)  -0.334
C (-9.516, -1.943, -2.160)  0.599
O (-10.226, -1.742, -3.131)  -0.589
O (-8.151, -1.970, -2.193)  -0.308
H (-6.811, -2.620, -0.752)  0.143
H (-7.475, -0.983, -0.528)  0.137
H (-8.850, -3.674, -0.083)  0.261
H (-8.959, -2.195, 0.904)  0.264
C (-3.124, 3.989, 1.878)  -0.267
C (-3.933, 5.210, 1.584)  -0.386
O (-3.814, 5.349, 0.181)  -0.349
C (-3.519, 4.112, -0.317)  0.505
O (-3.513, 3.831, -1.503)  -0.554
O (-3.231, 3.233, 0.687)  -0.144
H (-3.514, 3.426, 2.731)  0.312
H (-2.068, 4.219, 2.057)  0.245
H (-4.990, 5.082, 1.839)  0.270
H (-3.549, 6.097, 2.096)  0.310
C (5.189, -0.557, 5.238)  -0.354
C (5.182, 0.190, 6.532)  -0.342
O (3.948, 0.882, 6.501)  -0.335
C (3.127, 0.192, 5.656)  0.659
O (1.934, 0.410, 5.525)  -0.506
O (3.815, -0.774, 4.980)  -0.343
H (5.725, -1.508, 5.309)  0.297
H (5.614, 0.031, 4.417)  0.261
H (5.192, -0.477, 7.400)  0.255
H (6.018, 0.891, 6.612)  0.300
C (11.058, -0.469, 0.569)  -0.306
C (12.139, 0.379, -0.020)  -0.324
O (11.426, 1.329, -0.788)  -0.311
C (10.171, 1.408, -0.256)  0.643
O (9.344, 2.251, -0.564)  -0.593
O (9.962, 0.423, 0.665)  -0.265
H (11.326, -0.861, 1.553)  0.282
H (10.778, -1.303, -0.084)  0.271
H (12.720, 0.905, 0.744)  0.263
H (12.821, -0.197, -0.651)  0.293

Properties
Largest force on an atom in eV/Å: 7.8
Net charge: -1
E_tot in Eh: -4188.0090
HOMO energy in eV: -6.1
LUMO level in eV: 1.21

=====

2.
A 2-piece molecular cluster, C26H43BBrF6N3O7P2 overall in a non-equilibrium geometry, computed with wB97M-V/def2-TZVPD.

Last column: Mulliken charge in e.
Atoms and positions in Å:
C (2.412, 0.869, 1.765)  -1.046
C (2.347, -0.608, 1.181)  -0.166
B (1.473, -0.719, -0.199)  0.699
O (2.123, -0.186, -1.381)  -0.612
N (0.147, -1.346, -0.282)  0.456
C (0.009, -2.417, -1.261)  -0.319
C (1.218, -3.429, -1.344)  -1.101
C (2.213, -3.150, -2.577)  -0.641
C (3.682, -3.069, -1.964)  -0.610
C (4.634, -2.047, -2.721)  -0.577
C (5.713, -1.452, -1.696)  -0.785
C (5.664, 0.130, -1.581)  -0.560
C (5.735, 0.680, -0.099)  0.411
C (7.181, 1.125, 0.370)  -0.796
O (7.293, 0.904, 1.794)  -0.409
C (7.630, -0.460, 2.071)  -0.585
C (-0.910, -0.338, -0.320)  -2.280
N (-1.365, 0.138, -1.586)  1.028
P (-2.661, -0.626, -2.374)  0.216
O (-3.035, -2.027, -1.970)  -0.638
C (-0.559, 1.103, -2.323)  0.531
C (-1.544, 2.063, -3.147)  -1.352
F (0.260, 1.955, -1.558)  -0.339
N (-1.447, 0.208, 0.896)  1.059
C (-1.024, -0.229, 2.226)  -0.447
C (-2.160, -1.026, 3.029)  0.115
C (-1.772, -0.850, 4.575)  -1.382
Br (-2.112, -2.974, 2.689)  -0.174
C (-2.436, 1.241, 0.894)  0.365
F (-2.598, 1.794, 2.191)  -0.379
F (-2.030, 2.376, 0.122)  -0.390
C (-3.859, 0.772, 0.476)  0.391
C (-4.358, -0.588, 0.509)  0.365
C (-5.719, -0.998, 0.135)  -0.871
C (-6.655, 0.032, -0.298)  -0.651
C (-6.189, 1.431, -0.330)  0.213
C (-7.270, 2.488, -0.767)  0.784
F (-7.182, 3.654, -0.069)  -0.198
F (-7.293, 2.668, -2.133)  -0.276
F (-8.512, 1.931, -0.437)  -0.294
C (-4.819, 1.824, 0.032)  -0.713
H (2.054, 1.641, 1.024)  0.114
H (3.495, 1.087, 2.005)  0.338
H (1.802, 0.895, 2.705)  0.246
H (3.371, -1.006, 0.903)  -0.061
H (1.909, -1.363, 1.893)  0.388
H (2.333, 0.758, -1.259)  0.261
H (-0.205, -2.076, -2.327)  0.003
H (-0.894, -3.031, -0.955)  0.259
H (0.757, -4.435, -1.589)  0.469
H (1.767, -3.591, -0.378)  0.412
H (2.193, -3.999, -3.320)  0.505
H (1.934, -2.203, -3.118)  0.314
H (3.676, -2.747, -0.882)  0.116
H (4.159, -4.088, -1.984)  0.443
H (5.195, -2.568, -3.553)  0.451
H (3.990, -1.232, -3.157)  0.258
H (5.605, -1.867, -0.661)  0.399
H (6.717, -1.789, -2.087)  0.335
H (4.685, 0.463, -2.008)  0.181
H (6.538, 0.565, -2.139)  0.466
H (5.091, 1.607, -0.073)  0.188
H (5.308, -0.012, 0.672)  -0.350
H (7.229, 2.248, 0.250)  0.320
H (8.023, 0.662, -0.210)  0.390
H (8.021, -0.980, 1.156)  0.286
H (6.681, -0.999, 2.365)  0.180
H (8.333, -0.567, 2.942)  0.235
H (-3.840, 0.185, -2.226)  -0.030
H (-2.409, -0.636, -3.799)  0.032
H (0.100, 0.623, -3.108)  0.064
H (-1.718, 1.709, -4.195)  0.352
H (-2.502, 2.220, -2.571)  0.230
H (-1.072, 3.086, -3.228)  0.429
H (-0.169, -0.959, 2.194)  -0.246
H (-0.632, 0.625, 2.856)  0.315
H (-3.167, -0.557, 2.929)  0.468
H (-2.655, -1.144, 5.199)  0.385
H (-0.891, -1.494, 4.838)  0.356
H (-1.453, 0.212, 4.791)  0.327
H (-3.660, -1.394, 0.832)  0.032
H (-5.971, -2.084, 0.184)  0.323
H (-7.686, -0.289, -0.566)  0.336
H (-4.570, 2.906, -0.014)  0.428
O (-7.932, 5.504, 4.853)  -0.556
P (-7.941, 4.953, 3.426)  0.986
O (-6.511, 4.947, 2.887)  -0.428
O (-8.831, 5.837, 2.552)  -0.517
O (-8.487, 3.526, 3.414)  -0.474

Properties
Largest force on an atom in eV/Å: 3.5
Net charge: -2
E_tot in Eh: -5588.0906
HOMO energy in eV: 0.0
LUMO level in eV: 1.62

=====

- Which value of LUMO level does entry 2 give?
  1.62 eV

=====

- Which of these has the highest LUMO level?
  C26H43BBrF6N3O7P2